Formula: C6H7BrI2O3
Source: the Open Molecules 2025 dataset
Level of theory: the ωB97M-V functional and the def2-TZVPD basis

Values from the calculation:
LUMO level = -0.1 eV
E_tot = -98719.793 eV
Kohn-Sham gap = 8.84 eV
max |F| = 5.292 eV/A
energy relative to the best compared isomer or geometry (same formula, charge and spin) = 0.000 eV
total charge = 0

Structure (XYZ):
```
19
Properties=species:S:1:pos:R:3:forces:R:3:nbo_charge:R:1
C -1.228235 0.239569 -1.747050 -1.00 -1.29 3.87 -0.115
C -2.352088 -0.259834 -0.829627 -0.35 -0.79 -1.11 -0.214
C 0.003131 0.700981 0.247258 -1.87 0.60 -2.00 1.001
C 3.080987 -0.477429 1.520892 2.20 -1.19 -0.56 -0.640
C 2.179693 -0.300943 0.280213 -1.16 -4.53 2.47 -0.057
C -3.327312 0.477706 -0.298451 -0.21 -1.55 0.27 -0.315
O -0.042169 0.078884 -0.993475 1.12 1.22 1.27 -0.536
O 1.061840 0.341219 0.890946 0.03 0.58 0.99 -0.498
O -0.861057 1.465327 0.620420 1.54 -0.80 0.07 -0.614
Br -3.559402 2.284897 -0.660686 -0.13 0.28 -0.02 0.158
I -2.178356 -2.381083 -0.595589 -0.09 0.69 0.11 0.159
I -4.736090 -0.415592 1.031731 0.35 0.62 -0.43 0.208
H -0.975184 -0.382395 -2.513174 -0.34 -1.62 -2.53 0.211
H -1.512889 1.181723 -2.032524 0.14 2.66 -0.73 0.204
H 2.936123 -1.390475 2.120714 -0.44 0.23 -0.56 0.220
H 4.208062 -0.422962 1.414382 -1.22 -0.22 -0.77 0.216
H 2.915716 0.328526 2.166747 -0.59 1.29 0.97 0.227
H 1.818284 -1.337285 -0.157938 0.86 2.09 0.79 0.196
H 2.568939 0.269157 -0.464792 1.15 1.75 -2.10 0.187
```
Forces are in eV/Å.



Formula: C33H64Br2NO
Source: the Open Molecules 2025 dataset
Level of theory: the ωB97M-V functional and the def2-TZVPD basis

Values from the calculation:
LUMO level (spin up / spin down) = 0.4 / 0.4 eV
spin multiplicity = 2
E_tot = -178878.568 eV
Kohn-Sham gap (spin up / spin down) = 8.71 / 9.59 eV
max |F| = 1.561 eV/A
energy relative to the best compared isomer or geometry (same formula, charge and spin) = 0.000 eV
total charge = 0

Structure (XYZ):
```
101
Properties=species:S:1:pos:R:3:forces:R:3:lowdin_spin:R:1
C 0.830597 0.185610 -1.134109 0.55 -0.43 -0.73 0.000
C 0.319916 1.229666 -0.865423 -0.25 0.53 0.39 0.000
C -0.286780 2.516822 -0.559905 -0.03 0.11 -0.22 0.000
C -1.798398 2.629466 -0.972229 0.35 0.68 -0.54 0.000
C -2.343454 3.790390 -0.128302 -0.14 -0.24 0.50 0.000
Br -2.744021 5.465843 -0.978071 0.15 -0.23 0.02 0.000
C -2.508582 3.815463 1.199636 -0.06 0.25 -0.19 0.000
C -2.980903 4.998241 2.004264 -0.35 -0.45 -0.12 0.000
Br -2.171854 2.292072 2.297520 0.15 0.17 0.03 0.000
C -1.733666 2.896721 -2.508813 -0.23 -0.60 0.51 0.000
C -2.945083 2.573498 -3.404449 0.11 0.21 -1.37 0.027
C -3.833127 3.784840 -3.770795 0.72 0.06 0.31 0.015
C -2.355281 2.096445 -4.753874 0.07 -0.63 0.67 0.008
N -3.790194 1.448214 -2.923599 -0.79 1.23 0.55 0.378
O -4.872710 1.305186 -3.591923 0.30 -0.40 -0.18 0.514
C -3.955116 1.272832 -1.465484 0.49 -1.09 0.36 0.028
C -4.983769 2.195097 -0.823041 0.05 0.08 0.24 0.016
C -4.448749 -0.171196 -1.251713 -0.33 0.55 -0.16 0.004
C -2.565384 1.327335 -0.813135 -0.66 -0.24 -0.07 0.002
H 1.365438 -0.611185 -1.597745 -0.12 -0.18 0.33 0.000
H -0.106905 2.813264 0.469981 -0.10 -0.25 0.15 0.000
H 0.245694 3.250160 -1.171031 0.03 0.16 0.09 0.000
H -3.961361 5.292769 1.631041 0.00 0.25 -0.06 0.000
H -3.114362 4.723546 3.044781 0.18 0.04 0.09 0.000
H -2.293112 5.833149 1.913680 0.03 0.13 0.01 0.000
H -0.924763 2.244581 -2.844558 -0.02 -0.11 -0.01 0.000
H -1.391696 3.905242 -2.718096 -0.07 0.16 0.00 0.000
H -4.512066 4.076970 -2.979712 -0.21 0.01 0.00 0.001
H -4.353268 3.587694 -4.699569 -0.35 -0.12 0.10 0.001
H -3.157050 4.618235 -3.961952 -0.04 0.14 0.03 0.001
H -1.846013 1.147144 -4.569856 0.11 0.00 -0.10 0.001
H -1.617959 2.800295 -5.130448 -0.12 0.19 -0.16 0.000
H -3.153840 1.898338 -5.460488 -0.01 0.17 -0.18 0.000
H -5.989628 1.926554 -1.134774 -0.04 0.11 -0.26 0.002
H -4.810109 3.255939 -0.978286 0.00 0.07 -0.16 0.000
H -4.939995 2.025541 0.254741 0.03 0.02 0.06 0.001
H -5.435784 -0.260989 -1.698417 -0.02 -0.17 -0.07 -0.001
H -4.542872 -0.348661 -0.182530 0.10 -0.17 0.07 0.000
H -3.779253 -0.889928 -1.715739 0.09 -0.10 0.06 0.000
H -2.007339 0.521557 -1.289770 0.31 0.09 0.00 0.001
H -2.709981 1.023845 0.218628 0.17 0.07 0.00 0.000
C 3.014603 -5.586864 -5.289645 0.05 0.09 0.04 0.000
C 2.491869 -4.833384 -4.070048 0.00 -0.10 -0.02 0.000
C 0.995016 -5.025403 -3.831321 -0.01 0.05 0.04 0.000
C 0.092049 -4.518001 -4.956878 0.02 -0.04 -0.05 0.000
C 0.263091 -3.039911 -5.302526 -0.08 0.02 0.06 0.000
C -0.069649 -2.104168 -4.144429 0.05 0.06 -0.10 0.000
H 2.544377 -5.240720 -6.211117 -0.01 -0.02 -0.01 0.000
H 4.090814 -5.445715 -5.398466 0.00 -0.03 -0.02 0.000
H 2.826122 -6.658076 -5.194248 -0.03 0.00 -0.02 0.000
H 2.725159 -3.769632 -4.170223 -0.02 0.01 0.01 0.000
H 3.029917 -5.180284 -3.183959 0.01 0.03 0.01 0.000
H 0.720949 -4.533514 -2.893526 -0.02 0.00 0.00 0.000
H 0.793964 -6.090455 -3.679599 0.02 -0.01 0.00 0.000
H -0.949426 -4.697167 -4.671979 -0.01 0.02 0.00 0.000
H 0.261526 -5.113450 -5.858279 0.01 -0.01 0.01 0.000
H -0.390791 -2.803120 -6.145619 0.02 0.00 -0.02 0.000
H 1.283261 -2.846979 -5.645604 0.00 -0.03 -0.01 0.000
H -1.097648 -2.252070 -3.806811 0.00 -0.01 0.04 0.000
H 0.035492 -1.061424 -4.449581 -0.02 0.01 0.05 0.000
H 0.593253 -2.266441 -3.292751 -0.02 -0.02 0.01 0.000
C -0.936701 -1.213926 1.912577 -0.06 -0.08 0.10 0.000
C 0.166849 -1.445733 2.937736 -0.01 0.02 -0.08 0.000
C 1.198775 -2.481752 2.497127 0.05 0.00 0.06 0.000
C 0.643944 -3.889696 2.276522 -0.04 0.01 -0.05 0.000
C -0.056844 -4.502141 3.487746 0.09 -0.06 0.03 0.000
C 0.859823 -4.679408 4.694973 -0.11 0.01 0.00 0.000
H -1.524482 -2.117298 1.736425 0.00 0.01 0.00 0.000
H -1.620458 -0.436604 2.255255 -0.04 -0.07 -0.03 0.000
H -0.517998 -0.887927 0.960966 0.00 0.00 -0.05 0.000
H -0.273879 -1.733663 3.896984 0.03 -0.01 0.01 0.000
H 0.683420 -0.499348 3.112057 0.02 0.03 0.03 0.000
H 2.002986 -2.517541 3.238167 0.00 -0.01 -0.01 0.000
H 1.664758 -2.142571 1.566200 -0.01 0.02 0.00 0.000
H 1.468654 -4.543839 1.975703 0.00 -0.01 0.01 0.000
H -0.052347 -3.879598 1.433050 0.01 0.01 0.00 0.000
H -0.454494 -5.479070 3.200623 -0.03 0.01 0.00 0.000
H -0.920171 -3.894159 3.771678 -0.01 0.01 -0.03 0.000
H 1.712394 -5.314449 4.445414 0.03 0.02 0.00 0.000
H 0.323826 -5.148960 5.520988 0.03 -0.01 0.01 0.000
H 1.243604 -3.723522 5.054570 0.02 0.00 0.00 0.000
C 2.098010 2.650727 3.335161 0.04 -0.10 -0.05 0.000
C 2.812653 1.553584 4.119726 -0.07 0.09 0.01 0.000
C 3.405368 2.040735 5.440873 0.04 -0.04 0.02 0.000
C 4.480724 3.119985 5.306284 -0.03 0.05 -0.03 0.000
C 5.677961 2.731159 4.440824 0.06 -0.03 0.08 0.000
C 6.457145 1.535877 4.982265 -0.01 0.04 -0.10 0.000
H 2.783575 3.452184 3.055341 -0.02 0.02 0.00 0.000
H 1.665478 2.252003 2.414783 -0.01 0.00 0.01 0.000
H 1.287403 3.085678 3.924125 0.01 0.03 0.01 0.000
H 3.592587 1.107187 3.496461 0.01 -0.01 0.02 0.000
H 2.103044 0.752982 4.337383 0.00 -0.04 0.00 0.000
H 3.814875 1.182672 5.981281 0.01 0.01 0.01 0.000
H 2.598478 2.432024 6.068607 -0.01 0.00 -0.01 0.000
H 4.836951 3.380582 6.307960 0.02 0.00 0.00 0.000
H 4.033875 4.032576 4.901715 -0.01 -0.01 0.01 0.000
H 6.350919 3.590029 4.375005 -0.01 0.01 -0.03 0.000
H 5.352528 2.521067 3.418272 -0.02 0.02 0.00 0.000
H 6.824593 1.736381 5.990790 -0.02 -0.02 0.02 0.000
H 7.318835 1.318442 4.349699 0.01 -0.02 0.02 0.000
H 5.842164 0.635504 5.018868 0.00 0.00 0.02 0.000
```
Forces are in eV/Å.



Formula: C7H11N3O
Source: the Open Molecules 2025 dataset
Level of theory: the ωB97M-V functional and the def2-TZVPD basis

Values from the calculation:
LUMO level = -0.6 eV
E_tot = -13948.561 eV
Kohn-Sham gap = 8.71 eV
max |F| = 6.572 eV/A
energy relative to the best compared isomer or geometry (same formula, charge and spin) = 7.009 eV
total charge = 0

Structure (XYZ):
```
22
Properties=species:S:1:pos:R:3:forces:R:3:nbo_charge:R:1
C 3.423171 0.306492 -0.394309 1.40 1.74 1.49 0.178
C 2.727385 -1.426371 0.692120 1.01 5.03 -2.62 0.232
C -2.022412 -2.001526 -0.258643 -2.77 1.22 0.54 -0.320
C 0.337857 -0.958880 0.196556 4.22 0.61 0.89 0.276
C -1.607209 2.413064 -0.127410 -1.76 -3.06 0.17 -0.602
C -1.214674 0.891599 0.471858 -0.15 1.84 0.04 -0.396
C -0.462876 0.014830 -0.500160 -3.68 -1.80 0.23 -0.118
N 3.798783 -0.754608 0.340740 1.68 -2.90 0.46 -0.470
N 2.165945 0.563483 -0.332628 0.07 -0.21 -2.01 -0.269
N 1.707639 -0.581461 0.164634 -4.86 -3.53 2.66 -0.305
O -1.399147 -0.918276 -1.160696 0.19 -1.84 0.33 -0.544
H 4.178585 1.003860 -0.718691 -0.16 0.12 -0.32 0.201
H 2.768629 -2.268691 1.321377 -0.89 -0.90 0.33 0.239
H -1.583705 -2.423035 0.754187 0.04 0.99 -2.73 0.228
H -2.553442 -2.830324 -0.891273 1.79 1.57 0.75 0.214
H -2.150897 2.526815 -1.156433 0.62 -0.66 2.20 0.218
H -0.674117 2.858622 -0.234124 1.60 1.06 -0.17 0.200
H -2.126059 2.827678 0.751255 -0.10 0.39 -0.84 0.214
H -2.014549 0.334277 1.063516 1.07 0.97 -0.94 0.226
H -0.363209 1.147119 1.113637 -0.59 0.32 0.88 0.201
H -0.017533 0.675137 -1.198324 0.53 0.01 -1.21 0.224
H -2.918155 -1.399812 0.102811 0.73 -0.97 -0.13 0.173
```
Forces are in eV/Å.